(1)
ORCA calculation (ωB97M-V with the def2-TZVPD basis set) on a cluster of 2 separate species, C5H12O in total.

Cartesian coordinates (Å):
C -2.47 0.61 -0.13
C -1.29 -0.24 -0.64
C -0.37 -0.73 0.42
C 0.97 -1.21 0.03
O 1.78 -0.29 0.86
C 2.31 0.80 0.14
H -3.05 0.00 0.57
H -3.10 0.88 -1.00
H -2.22 1.58 0.39
H -0.66 0.40 -1.30
H -1.60 -1.15 -1.17
H 0.42 0.57 0.90
H -0.77 -1.22 1.34
H 1.29 -2.13 0.51
H 1.34 -0.89 -0.94
H 2.55 1.34 1.09
H 1.75 1.36 -0.70
H 3.12 0.31 -0.37

The value obtained for the HOMO energy is -0.297 Eh. Its charge is 0.



(2)
ORCA calculation (ωB97M-V with the def2-TZVPD basis set) on a cluster of 2 separate species, C5H12O in total.

Cartesian coordinates (Å):
C 2.01 0.31 -2.27
C 0.72 -0.02 -2.80
O 0.04 -0.97 -2.41
H 2.23 0.14 -1.21
H 2.16 1.32 -2.43
H 2.77 -0.19 -2.82
H 0.30 0.46 -3.65
C -0.25 0.38 3.31
C -1.25 -0.38 2.43
C -1.30 0.41 1.14
H 0.66 0.49 2.82
H 0.20 -0.16 4.14
H -0.78 1.16 3.74
H -2.24 -0.41 3.04
H -0.89 -1.44 2.32
H -1.92 0.07 0.37
H -1.98 1.32 1.31
H -0.37 0.82 0.70

Its SMILES is CC=O.CCC. The value obtained for the HOMO energy is -0.365 Eh. Its charge is 0.



Which one sits at the bottom of the stability order? (1) does.



(1)
ORCA calculation (ωB97M-V with the def2-TZVPD basis set) on the molecule C3H7BO3.

Cartesian coordinates (Å):
B 1.27 -0.05 0.06
C -1.17 -1.02 0.44
C -1.37 1.09 -0.37
C -0.01 -0.06 0.90
O -1.91 -0.26 -0.56
O 1.65 -1.21 -0.60
O 2.06 1.03 0.00
H -0.85 -1.94 -0.23
H -1.85 -1.16 1.34
H -2.08 1.78 0.06
H -0.93 1.54 -1.24
H 0.06 0.15 1.95
H 2.35 -0.92 -1.12
H 2.77 1.04 -0.62

The value obtained for the HOMO energy is -0.330 Eh. Its charge is 0.



(2)
ORCA calculation (ωB97M-V with the def2-TZVPD basis set) on the molecule C3H7BO3.

Cartesian coordinates (Å):
O -2.34 -0.23 -0.01
B -0.85 0.30 0.23
C 0.01 1.59 -0.23
O 1.35 1.15 0.12
C 1.52 -0.27 -0.01
C 0.13 -0.92 0.44
O -0.15 -2.22 -0.14
H -2.89 0.52 -0.16
H -0.15 1.60 -1.36
H -0.02 2.68 0.28
H 2.34 -0.45 0.73
H 2.05 -0.64 -1.04
H 0.06 -0.94 1.50
H -1.05 -2.17 -0.37

Its SMILES is OB1COC[C@@H]1O. The value obtained for the HOMO energy is -0.362 Eh. Its charge is 0.



Which one sits at the bottom of the stability order? (2) does.



(1)
ORCA calculation (ωB97M-V with the def2-TZVPD basis set) on a cluster of 8 separate species, C28H78N6O10 in total.

Cartesian coordinates (Å):
C 7.91 15.42 11.83
O 9.32 15.64 12.07
C 9.65 15.69 13.45
C 11.07 16.18 13.70
C 11.45 16.04 15.18
N 11.27 17.59 13.22
H 7.65 14.37 12.03
H 7.58 15.73 10.84
H 7.29 15.98 12.52
H 8.96 16.38 13.99
H 9.47 14.75 13.99
H 11.71 15.56 13.08
H 12.51 16.19 15.35
H 11.06 15.08 15.55
H 10.92 16.75 15.81
H 10.73 17.68 12.38
H 10.90 18.21 13.92
C 16.03 11.43 10.32
O 16.11 11.27 8.91
C 16.48 9.94 8.54
C 16.48 9.83 7.00
C 16.70 8.37 6.57
N 17.45 10.70 6.35
H 15.26 10.77 10.71
H 15.89 12.47 10.59
H 17.00 11.15 10.77
H 17.51 9.72 8.88
H 15.78 9.28 9.02
H 15.49 10.16 6.66
H 16.67 8.20 5.50
H 15.97 7.76 7.12
H 17.72 8.09 6.86
H 18.39 10.52 6.66
H 17.22 11.67 6.56
C 12.00 12.34 12.39
O 11.11 11.60 13.21
C 9.79 11.60 12.73
C 8.96 10.71 13.59
C 8.93 11.22 15.05
N 9.46 9.32 13.49
H 11.56 13.31 12.14
H 12.24 11.77 11.46
H 12.99 12.49 12.85
H 9.32 12.59 12.69
H 9.76 11.28 11.68
H 7.94 10.68 13.21
H 8.45 10.54 15.75
H 8.35 12.15 15.07
H 9.93 11.38 15.44
H 9.59 9.12 12.51
H 10.34 9.17 13.98
C 14.75 19.37 7.43
O 15.22 18.68 8.58
C 16.51 18.10 8.36
C 16.98 17.39 9.66
C 16.99 18.44 10.80
N 18.15 16.59 9.52
H 15.49 20.09 7.07
H 13.80 19.87 7.63
H 14.60 18.65 6.60
H 16.47 17.47 7.48
H 17.22 18.92 8.10
H 16.13 16.73 9.83
H 15.97 18.82 10.94
H 17.60 19.29 10.50
H 17.36 18.10 11.78
H 18.98 17.14 9.40
H 18.05 15.99 8.70
C 15.49 21.61 15.23
O 14.47 22.09 14.35
C 14.55 21.32 13.16
C 13.54 21.76 12.13
C 12.15 21.55 12.76
N 13.84 21.09 10.88
H 15.49 22.01 16.26
H 16.49 21.81 14.80
H 15.49 20.50 15.32
H 15.59 21.22 12.82
H 14.35 20.23 13.34
H 13.63 22.83 12.00
H 11.37 22.12 12.27
H 12.29 21.87 13.81
H 11.82 20.52 12.78
H 13.69 20.09 10.97
H 13.38 21.46 10.08
C 12.35 17.09 9.29
O 11.24 16.42 8.70
C 11.10 15.13 9.20
C 9.94 14.41 8.55
C 9.69 13.11 9.34
N 10.27 14.13 7.14
H 13.33 16.67 9.02
H 12.24 17.11 10.38
H 12.42 18.13 8.93
H 11.95 14.45 8.99
H 10.98 15.22 10.28
H 9.02 15.04 8.56
H 10.53 12.41 9.28
H 8.83 12.55 8.95
H 9.59 13.27 10.41
H 10.56 15.01 6.72
H 11.11 13.57 7.09
O 21.49 14.67 12.44
C 20.32 14.52 11.71
C 19.07 15.04 12.47
O 17.96 14.82 11.70
H 21.85 15.56 12.44
H 20.42 15.16 10.82
H 20.31 13.46 11.43
H 19.17 16.10 12.71
H 19.02 14.48 13.40
H 18.03 15.39 10.91
O 15.37 14.23 12.83
C 14.52 15.25 12.34
C 14.82 16.61 13.06
O 14.06 17.66 12.42
H 16.27 14.40 12.50
H 14.53 15.39 11.27
H 13.50 14.96 12.55
H 15.87 16.89 13.06
H 14.61 16.49 14.13
H 13.20 17.68 12.87

Its SMILES is COC[C@H](C)N.COC[C@H](C)N.COC[C@H](C)N.COC[C@H](C)N.COC[C@H](C)N.COC[C@H](C)N.OCCO.OCCO. The value obtained for the HOMO energy is -0.330 Eh. Its charge is 0.



(2)
ORCA calculation (ωB97M-V with the def2-TZVPD basis set) on a cluster of 8 separate species, C28H78N6O10 in total.

Cartesian coordinates (Å):
C -6.92 -0.40 2.87
O -7.55 -0.76 1.64
C -8.98 -0.54 1.63
C -9.86 -1.44 2.41
C -9.86 -2.88 1.87
N -11.24 -0.93 2.32
H -7.48 -0.77 3.73
H -6.91 0.69 2.92
H -5.89 -0.74 2.95
H -9.05 0.48 2.01
H -9.22 -0.47 0.57
H -9.54 -1.51 3.45
H -8.87 -3.27 2.07
H -9.87 -2.90 0.78
H -10.71 -3.51 2.15
H -11.82 -1.53 2.88
H -11.61 -1.13 1.40
C -2.60 1.79 -6.97
O -3.69 1.81 -6.05
C -3.65 2.94 -5.28
C -4.62 2.61 -4.10
C -4.93 3.79 -3.19
N -4.08 1.52 -3.27
H -2.34 2.78 -7.36
H -2.65 1.05 -7.77
H -1.73 1.47 -6.40
H -2.67 3.22 -4.91
H -4.10 3.81 -5.75
H -5.55 2.24 -4.53
H -4.03 4.28 -2.81
H -5.52 3.62 -2.29
H -5.38 4.53 -3.85
H -4.41 0.65 -3.66
H -4.66 1.46 -2.45
C 0.80 7.79 4.75
O 1.83 8.29 3.94
C 1.65 8.21 2.56
C 1.68 6.79 1.97
C 3.06 6.02 2.11
N 1.36 6.84 0.60
H 1.10 7.72 5.79
H 0.39 6.87 4.34
H 0.07 8.61 4.72
H 0.71 8.71 2.31
H 2.52 8.72 2.14
H 0.79 6.29 2.33
H 3.82 6.78 1.96
H 3.28 5.14 1.51
H 3.11 5.77 3.17
H 2.17 7.17 0.10
H 1.24 5.88 0.32
C 9.87 -6.47 2.05
O 9.42 -6.75 0.73
C 8.81 -5.64 0.06
C 8.25 -6.12 -1.29
C 9.41 -6.63 -2.24
N 7.76 -4.83 -1.87
H 10.39 -7.38 2.34
H 9.07 -6.28 2.77
H 10.60 -5.66 2.10
H 8.02 -5.24 0.70
H 9.55 -4.84 0.07
H 7.48 -6.88 -1.19
H 9.99 -7.37 -1.70
H 10.02 -5.82 -2.64
H 9.02 -7.27 -3.03
H 6.91 -4.46 -1.48
H 7.54 -4.92 -2.85
C 6.16 -1.39 -7.06
O 7.38 -1.93 -7.70
C 8.32 -0.90 -7.90
C 9.41 -1.30 -8.92
C 10.43 -2.30 -8.34
N 10.10 -0.18 -9.53
H 5.62 -0.69 -7.70
H 6.38 -0.97 -6.08
H 5.54 -2.28 -6.92
H 7.79 -0.02 -8.27
H 8.76 -0.65 -6.93
H 8.90 -1.81 -9.74
H 10.77 -2.04 -7.34
H 11.33 -2.29 -8.94
H 10.08 -3.33 -8.26
H 9.40 0.53 -9.68
H 10.58 0.40 -8.84
C -2.53 2.11 7.60
O -3.86 1.96 8.09
C -4.61 3.22 8.15
C -5.80 3.09 9.15
C -6.90 2.24 8.64
N -6.36 4.36 9.54
H -1.93 1.20 7.67
H -2.11 2.93 8.17
H -2.45 2.42 6.56
H -4.02 4.10 8.41
H -4.97 3.49 7.16
H -5.40 2.49 9.97
H -7.71 2.18 9.37
H -6.53 1.21 8.60
H -7.24 2.55 7.65
H -5.59 4.92 9.89
H -6.95 4.14 10.33
O -4.36 -6.57 0.81
C -3.94 -5.40 0.08
C -2.77 -5.75 -0.90
O -1.72 -6.33 -0.16
H -3.90 -6.64 1.65
H -4.78 -5.00 -0.48
H -3.67 -4.58 0.75
H -2.54 -4.85 -1.47
H -3.10 -6.40 -1.71
H -2.08 -7.13 0.23
O 2.27 -2.45 -0.24
C 1.76 -1.19 -0.45
C 0.77 -0.68 0.67
O 0.27 0.66 0.44
H 1.53 -3.06 -0.29
H 2.55 -0.45 -0.58
H 1.35 -1.08 -1.45
H 1.22 -0.72 1.67
H -0.09 -1.35 0.67
H -0.43 0.53 -0.21

Its SMILES is COC[C@H](C)N.COC[C@H](C)N.COC[C@H](C)N.COC[C@H](C)N.COC[C@H](C)N.COC[C@H](C)N.OCCO.OCCO. The value obtained for the HOMO energy is -0.336 Eh. Its charge is 0.



Which one sits at the bottom of the stability order? (2) does.



(1)
ORCA calculation (ωB97M-V with the def2-TZVPD basis set) on the molecule C3H3FO2.

Cartesian coordinates (Å):
O -3.40 -0.68 -0.02
C -2.22 -0.65 0.03
C -1.49 0.59 0.09
F -2.19 1.68 0.00
C -0.06 0.61 0.04
O 0.70 1.78 -0.05
H -1.66 -1.64 -0.09
H 0.57 -0.36 0.08
H 1.69 1.75 0.19

Its SMILES is O=C/C(F)=C/O. The value obtained for the HOMO energy is -0.346 Eh. Its charge is 0.



(2)
ORCA calculation (ωB97M-V with the def2-TZVPD basis set) on the molecule C3H3FO2.

Cartesian coordinates (Å):
O -0.60 0.32 2.33
C -0.27 0.22 1.18
O 1.08 0.17 0.78
C 0.79 -0.03 -0.60
C -0.69 -0.15 -0.22
F -1.52 0.70 -0.87
H 1.31 -0.90 -0.98
H 1.03 0.86 -1.28
H -1.11 -1.19 -0.34

Its SMILES is O=C1OC[C@@H]1F. The value obtained for the HOMO energy is -0.409 Eh. Its charge is 0.



Which one sits at the bottom of the stability order? (1) does.



(1)
ORCA calculation (ωB97M-V with the def2-TZVPD basis set) on the molecule C3H3FO2.

Cartesian coordinates (Å):
C -0.32 -1.09 -1.52
C 0.25 -0.28 -0.62
F 1.50 0.32 -0.76
C -0.47 0.15 0.65
O -1.60 -0.14 0.86
O 0.31 0.91 1.44
H 0.26 -1.42 -2.39
H -1.38 -1.33 -1.39
H 1.20 1.00 1.17

Its SMILES is C=C(F)C(=O)O. The value obtained for the HOMO energy is -0.394 Eh. Its charge is 0.



(2)
ORCA calculation (ωB97M-V with the def2-TZVPD basis set) on a cluster of 2 separate species, C3H3FO2 in total.

Cartesian coordinates (Å):
C -1.99 -0.54 0.24
C 1.66 0.23 -0.49
C 1.11 -0.10 0.91
O -1.69 -1.26 -0.63
O 1.68 1.00 0.75
F -1.89 0.78 0.20
H 2.56 -0.11 -0.94
H 1.18 0.75 -1.26
H -2.62 -0.76 1.21

The value obtained for the HOMO energy is -0.365 Eh. Its charge is 0.



Which one sits at the bottom of the stability order? (2) does.



(1)
ORCA calculation (ωB97M-V with the def2-TZVPD basis set) on a cluster of 2 separate species, C6H8 in total.

Cartesian coordinates (Å):
C 0.26 -1.64 0.95
C 0.24 -1.07 -0.25
C -0.96 -0.32 -0.64
C -1.47 0.72 0.02
H -0.48 -1.32 1.69
H 0.92 -2.46 1.20
H 0.94 -1.37 -1.03
H -1.45 -0.73 -1.52
H -1.04 1.04 0.97
H -2.34 1.26 -0.33
C 0.80 1.91 -0.33
C 1.61 1.04 -0.19
H 0.21 2.78 -0.47
H 2.50 0.46 -0.09

Its SMILES is C=CC=C.C#C. The value obtained for the HOMO energy is -0.332 Eh. Its charge is 0.



(2)
ORCA calculation (ωB97M-V with the def2-TZVPD basis set) on the molecule C6H8.

Cartesian coordinates (Å):
C 0.31 -2.35 1.88
C 0.56 -1.13 1.21
C 0.14 -0.28 0.25
C -0.86 -0.26 -0.88
C -0.48 1.23 -1.12
C 0.72 1.07 -0.14
H -0.58 -2.29 2.54
H 1.61 -0.87 1.43
H -0.54 -0.91 -1.70
H -1.91 -0.49 -0.64
H -0.21 1.50 -2.15
H -1.23 1.93 -0.76
H 0.76 1.80 0.69
H 1.70 1.05 -0.63

The value obtained for the HOMO energy (spin up / spin down) is -0.303 / -0.288 Eh. Its charge is 0.



Which one sits at the bottom of the stability order? (2) does.